(1)
DFT (wB97M-V/def2-TZVPD) results for the molecule C4H9NO2.

Properties
relative energy (zero: lowest compared OMol25 entry of this formula, charge and spin) = 13.9 kcal/mol
HOMO-LUMO gap = 10.82 eV
HOMO energy = -9.89 eV
structure (SMILES) = CCNC(=O)OC
molecular weight = 103.12 u

Geometry as ORCA input:
```
! RIJCOSX wB97M-V def2-TZVPD def2/J DEFGRID3
* xyz 0 1
C -2.091 0.760 0.734
C -1.736 -0.654 0.287
N -0.532 -0.643 -0.523
C 0.677 -0.360 0.052
O 1.042 -0.681 1.162
O 1.417 0.332 -0.850
C 2.821 0.146 -0.794
H -2.165 1.423 -0.138
H -3.040 0.790 1.276
H -1.301 1.145 1.387
H -1.569 -1.314 1.143
H -2.533 -1.094 -0.321
H -0.626 -0.203 -1.427
H 3.216 0.701 -1.646
H 3.251 0.519 0.138
H 3.049 -0.917 -0.902
*
```

These are the Mulliken partial charges, in e, on atoms 1 to 4: number 1, C, carries -1.01; number 2, C, carries -0.43; number 3, N, carries -0.22; number 4, C, carries 0.63

(2)
DFT (wB97M-V/def2-TZVPD) results for a cluster of 11 separate species, C12H46N6O11 in total in a non-equilibrium geometry.

Properties
relative energy (zero: lowest compared OMol25 entry of this formula, charge and spin) = 201.6 kcal/mol
HOMO-LUMO gap = 9.06 eV
HOMO energy = -9.12 eV
structure (SMILES) = NC(N)=O.NC(N)=O.NC(N)=O.CCO.CO.CO.CO.CO.CO.CO.CO
molecular weight = 450.53 u

Geometry as ORCA input:
```
! RIJCOSX wB97M-V def2-TZVPD def2/J DEFGRID3
* xyz 0 1
C -0.954 -0.381 -1.698
C 0.394 -0.323 -1.057
O 0.749 -1.362 -0.239
H -1.061 -1.097 -2.489
H -1.337 0.623 -1.915
H -1.683 -0.798 -1.012
H 0.488 0.686 -0.509
H 1.259 -0.227 -1.750
H 1.169 -2.125 -0.720
C 1.356 4.641 0.518
O 1.349 3.401 -0.087
N 0.258 5.265 0.657
N 2.418 5.316 0.753
H -0.650 4.754 0.463
H 0.219 6.222 1.035
H 3.352 4.848 0.490
H 2.483 6.240 1.260
C -2.358 -0.407 1.804
O -3.222 -1.118 0.994
N -1.087 -0.346 1.614
N -2.807 0.225 2.857
H -0.712 -0.688 0.683
H -0.490 -0.243 2.420
H -3.803 0.097 3.216
H -2.159 0.561 3.575
C -2.123 2.826 0.678
O -2.336 3.914 -0.156
N -1.051 2.093 0.686
N -2.909 2.596 1.685
H -0.288 2.462 0.121
H -0.995 1.141 1.187
H -3.576 3.340 1.933
H -2.890 1.689 2.210
C -2.909 -3.897 -1.176
O -1.688 -3.605 -1.942
H -3.403 -3.040 -0.787
H -2.620 -4.553 -0.392
H -3.559 -4.579 -1.689
H -0.999 -3.682 -1.263
C -4.302 0.920 -0.896
O -5.033 1.399 0.219
H -4.720 -0.027 -1.369
H -3.248 0.820 -0.646
H -4.362 1.719 -1.638
H -4.405 1.818 0.714
C 3.583 2.075 -2.543
O 2.979 1.484 -1.402
H 4.530 1.600 -2.697
H 3.765 3.161 -2.365
H 2.912 1.866 -3.320
H 2.588 2.233 -0.940
C 3.123 -2.661 1.029
O 3.417 -2.581 -0.395
H 2.847 -1.668 1.475
H 3.948 -3.211 1.486
H 2.288 -3.249 1.119
H 3.914 -1.717 -0.555
C 2.712 1.145 1.694
O 3.746 0.669 2.539
H 2.362 0.313 0.995
H 2.922 1.994 1.074
H 1.843 1.532 2.285
H 4.583 0.838 2.078
C -0.748 -3.503 1.373
O -0.239 -4.570 0.497
H 0.065 -2.771 1.397
H -1.023 -3.845 2.313
H -1.645 -3.094 0.993
H -0.624 -5.409 0.703
C 1.615 -2.782 -3.194
O 1.490 -3.605 -2.025
H 1.778 -3.532 -3.967
H 2.566 -2.190 -3.131
H 0.704 -2.235 -3.361
H 2.246 -3.407 -1.493
*
```

These are the Mulliken partial charges, in e, on atoms 1 to 4: number 1, C, carries -0.82; number 2, C, carries 0.36; number 3, O, carries 1.60; number 4, H, carries 0.36

(3)
DFT (wB97M-V/def2-TZVPD) results for a structure of composition C27H33LiN3O3S2 in a non-equilibrium geometry.

Properties
HOMO-LUMO gap = 5.06 eV
HOMO energy = -10.36 eV
molecular weight = 518.65 u

Geometry as ORCA input:
```
! RIJCOSX wB97M-V def2-TZVPD def2/J DEFGRID3
* xyz 1 1
C 0.695 -2.064 1.706
C 1.837 -2.674 0.860
C 2.245 -1.879 -0.373
C 1.151 -1.492 -1.362
C 0.442 -2.590 -2.122
C -0.593 -2.024 -3.118
C -1.853 -2.858 -3.254
O -2.890 -2.283 -2.425
C -3.827 -3.133 -1.879
C 2.008 -0.593 -2.251
O 2.134 -0.614 -3.433
N 2.749 0.280 -1.337
C 3.078 -0.567 -0.219
C 3.088 0.125 1.149
C 2.767 1.619 1.106
C 2.514 2.195 2.497
S 0.852 1.742 3.070
C -0.085 3.217 2.674
S 0.328 4.665 3.241
N -1.247 3.045 1.858
C -1.913 1.798 2.150
C -2.711 1.760 3.286
C -3.356 0.586 3.652
C -3.212 -0.555 2.874
C -2.422 -0.510 1.729
C -1.768 0.656 1.369
C -1.054 3.283 0.455
C 0.177 3.589 -0.111
C 0.290 3.780 -1.487
C -0.824 3.677 -2.308
C -2.063 3.407 -1.732
C -2.182 3.216 -0.366
O 4.487 -1.060 -0.448
C 5.287 -0.277 -1.097
N 6.038 0.363 -1.687
H 1.046 -1.800 2.704
H -0.138 -2.752 1.833
H 0.336 -1.128 1.276
H 2.705 -2.877 1.486
H 1.501 -3.646 0.492
H 2.920 -2.530 -0.939
H 0.423 -0.781 -0.947
H -0.061 -3.277 -1.435
H 1.185 -3.155 -2.687
H -0.877 -1.003 -2.860
H -0.126 -1.966 -4.100
H -1.674 -3.897 -2.961
H -2.209 -2.830 -4.285
H -4.832 -2.800 -2.150
H -3.702 -4.177 -2.228
H -3.732 -3.049 -0.768
H 2.080 1.006 -1.095
H 2.365 -0.339 1.815
H 4.073 -0.015 1.593
H 1.822 1.735 0.572
H 3.523 2.180 0.556
H 3.226 1.821 3.232
H 2.611 3.279 2.492
H -2.816 2.658 3.880
H -3.969 0.566 4.542
H -3.707 -1.471 3.169
H -2.292 -1.400 1.123
H -1.145 0.672 0.484
H 1.062 3.704 0.500
H 1.263 4.006 -1.904
H -0.726 3.821 -3.374
H -2.950 3.356 -2.349
H -3.148 3.014 0.075
Li -4.204 -4.755 -0.410
*
```

These are the Mulliken partial charges, in e, on atoms 1 to 4: number 1, C, carries -0.48; number 2, C, carries -1.41; number 3, C, carries -0.56; number 4, C, carries 1.46

(4)
DFT (wB97M-V/def2-TZVPD) results for the molecule C6H3ClS in a non-equilibrium geometry.

Properties
HOMO-LUMO gap = 8.49 eV
HOMO energy = -9.39 eV
structure (SMILES) = C#CC#C[C@H](Cl)C=S
molecular weight = 142.61 u

Geometry as ORCA input:
```
! RIJCOSX wB97M-V def2-TZVPD def2/J DEFGRID3
* xyz 0 1
C 1.401 0.621 0.509
C 2.207 -0.306 -0.384
C -0.074 0.322 0.492
C -1.208 0.082 0.263
C -2.578 -0.272 0.073
C -3.704 -0.563 -0.201
H 1.844 0.581 1.509
H 2.310 0.062 -1.464
H -4.496 -1.106 -0.718
S 2.766 -1.742 0.034
Cl 1.532 2.320 -0.114
*
```

These are the Mulliken partial charges, in e, on atoms 1 to 4: number 1, C, carries 0.34; number 2, C, carries -0.32; number 3, C, carries -0.42; number 4, C, carries 0.61

(5)
DFT (wB97M-V/def2-TZVPD) results for a cluster of 2 separate species, C3H2FO3 in total in a non-equilibrium geometry.

Properties
relative energy (zero: lowest compared OMol25 entry of this formula, charge and spin) = 77.3 kcal/mol
HOMO-LUMO gap = 7.11 eV
HOMO energy = -3.36 eV
molecular weight = 105.04 u

Geometry as ORCA input:
```
! RIJCOSX wB97M-V def2-TZVPD def2/J DEFGRID3
* xyz -1 1
C 1.593 -0.409 -0.311
C 0.337 -0.690 0.044
C -2.579 -0.140 -0.036
O -2.581 -0.922 0.794
O -2.683 0.731 -0.784
O 2.350 0.830 -0.123
F -0.189 0.495 0.948
H 2.031 -1.137 -0.905
H 1.721 1.242 0.374
*
```

These are the Mulliken partial charges, in e, on atoms 1 to 4: number 1, C, carries -0.04; number 2, C, carries -0.73; number 3, C, carries 0.75; number 4, O, carries -0.31

(6)
DFT (wB97M-V/def2-TZVPD) results for the molecule C15H17NO2 in a non-equilibrium geometry.

Properties
relative energy (zero: lowest compared OMol25 entry of this formula, charge and spin) = 269.2 kcal/mol
HOMO-LUMO gap = 8.94 eV
HOMO energy = -8.65 eV
structure (SMILES) = CC[C@@H](C)c1ccc(NC(=O)c2ccco2)cc1
molecular weight = 243.31 u

Geometry as ORCA input:
```
! RIJCOSX wB97M-V def2-TZVPD def2/J DEFGRID3
* xyz 0 1
C -0.801 3.976 0.423
C -0.060 3.449 -0.848
H 0.505 4.307 -1.358
H -0.758 3.157 -1.607
C 0.795 2.530 -0.543
C 0.338 1.336 0.093
C 0.249 1.104 1.566
C -0.480 -0.081 1.697
C -0.980 -0.968 0.811
C -0.889 -0.800 -0.442
C -0.017 0.405 -1.013
H -0.087 0.660 -2.098
H -1.494 -1.440 -1.145
N -1.528 -2.199 1.348
C -1.737 -3.402 0.780
O -2.409 -4.177 1.358
C -0.689 -3.819 0.045
C -0.574 -4.790 -0.909
C 0.697 -4.896 -1.754
C 1.464 -3.746 -0.993
O 0.541 -3.094 -0.193
H 2.527 -3.284 -1.146
H 1.153 -5.455 -2.432
H -1.240 -5.463 -1.090
H -2.243 -2.017 1.886
H -0.516 -0.384 2.838
H 0.484 1.718 2.200
C 2.240 3.006 0.226
H 2.728 3.928 -0.041
H 1.768 3.408 1.371
H 2.905 2.248 0.472
H 1.393 2.300 -1.581
H -0.182 4.470 1.102
H -1.458 3.219 0.877
H -1.645 4.795 0.101
*
```

These are the Mulliken partial charges, in e, on atoms 1 to 4: number 1, C, carries -1.18; number 2, C, carries -0.49; number 3, H, carries 0.30; number 4, H, carries 0.34

(7)
DFT (wB97M-V/def2-TZVPD) results for a structure of composition C28H43N2O7P2Re.

Properties
relative energy (zero: lowest compared OMol25 entry of this formula, charge and spin) = 24.0 kcal/mol
HOMO-LUMO gap (spin up / spin down) = 7.19 / 7.51 eV
HOMO energy (spin up / spin down) = -10.77 / -10.63 eV
molecular weight = 767.81 u

Geometry as ORCA input:
```
! RIJCOSX wB97M-V def2-TZVPD def2/J DEFGRID3
* xyz 1 2
Re 0.465 -0.877 0.035
C -1.652 -2.855 1.842
C -2.116 -3.269 0.452
C -1.030 -3.646 -0.561
C -3.059 -2.293 -0.204
C -4.353 -2.729 -0.459
C -5.249 -1.965 -1.185
C -4.812 -0.786 -1.750
C -3.520 -0.312 -1.536
C -3.066 0.864 -2.380
C -3.098 0.486 -3.864
C -3.898 2.122 -2.131
C -2.680 -1.024 -0.662
N -1.444 -0.367 -0.253
C -1.578 0.899 0.177
C -0.428 1.669 0.140
N 0.655 1.096 -0.414
C 1.776 1.979 -0.663
C 1.575 3.380 -0.766
C 2.660 4.205 -0.490
C 3.932 3.710 -0.274
C 4.144 2.365 -0.494
C 3.091 1.485 -0.727
C 3.527 0.077 -1.095
C 3.922 -0.742 0.127
C 2.605 -0.694 -2.023
C 0.389 4.142 -1.381
C -0.502 3.363 -2.337
C -0.444 4.977 -0.399
H -0.926 -3.572 2.220
H -2.507 -2.840 2.519
H -1.198 -1.866 1.886
H -2.690 -4.187 0.601
H -0.468 -2.774 -0.951
H -1.492 -4.090 -1.444
H -0.299 -4.337 -0.148
H -4.653 -3.699 -0.084
H -6.260 -2.313 -1.350
H -5.473 -0.226 -2.398
H -2.024 1.074 -2.148
H -4.107 0.238 -4.192
H -2.460 -0.375 -4.065
H -2.744 1.321 -4.470
H -4.926 1.980 -2.467
H -3.488 2.968 -2.683
H -3.933 2.390 -1.074
H -2.539 1.299 0.478
H -0.391 2.682 0.511
H 2.506 5.276 -0.531
H 4.754 4.372 -0.041
H 5.154 1.972 -0.511
H 4.438 0.236 -1.680
H 3.089 -0.791 0.827
H 4.744 -0.273 0.666
H 4.202 -1.763 -0.123
H 1.809 -1.269 -1.495
H 3.160 -1.484 -2.529
H 2.124 -0.065 -2.770
H 0.912 4.863 -2.015
H -1.278 2.817 -1.812
H 0.068 2.661 -2.949
H -1.002 4.062 -3.009
H -1.304 4.420 -0.020
H -0.840 5.861 -0.898
H 0.148 5.313 0.452
C 2.907 -2.313 4.549
C 1.783 -2.132 3.535
O 0.505 -2.470 4.086
P 1.474 -0.383 3.170
O 0.864 0.229 4.485
O 2.883 0.303 3.084
O 0.589 -0.113 1.981
P 2.110 -3.137 2.015
O 1.356 -4.494 2.449
O 3.535 -3.340 1.748
O 1.212 -2.529 0.927
H 2.692 -1.750 5.457
H 3.858 -1.991 4.131
H 2.991 -3.370 4.802
H 0.411 -3.433 4.061
H 0.041 -0.195 4.766
H 2.920 1.223 3.373
H 1.948 -5.247 2.349
*
```

These are the Mulliken partial charges, in e, on atoms 1 to 4: number 1, Re, carries -0.05; number 2, C, carries -1.44; number 3, C, carries 0.42; number 4, C, carries -1.31

(8)
DFT (wB97M-V/def2-TZVPD) results for a cluster of 8 separate species, C32H77BN7O15 in total in a non-equilibrium geometry.

Properties
relative energy (zero: lowest compared OMol25 entry of this formula, charge and spin) = 0.0 kcal/mol
HOMO-LUMO gap = 9.22 eV
HOMO energy = -6.93 eV
molecular weight = 810.81 u

Geometry as ORCA input:
```
! RIJCOSX wB97M-V def2-TZVPD def2/J DEFGRID3
* xyz -1 1
O -3.445 -0.345 -0.235
C -2.324 -0.082 0.083
O -1.665 1.039 -0.155
B -0.374 1.031 0.541
O -0.412 -0.169 1.393
C -1.434 -0.933 1.054
O -1.659 -2.037 1.458
O -0.271 2.241 1.379
C 0.911 2.799 1.183
O 1.392 3.697 1.806
C 1.623 2.006 0.059
O 0.776 1.080 -0.360
O 2.684 2.255 -0.434
C -0.612 -1.165 4.926
C 0.632 -2.026 4.705
C 1.775 -1.188 4.159
O 2.872 -1.981 3.754
C 3.619 -1.418 2.712
N 0.962 -2.759 5.932
H -1.361 -1.669 5.531
H -1.036 -0.773 4.005
H -0.268 -0.272 5.471
H 0.307 -2.741 3.942
H 2.027 -0.400 4.882
H 1.389 -0.706 3.249
H 4.481 -2.072 2.574
H 3.982 -0.412 2.954
H 3.095 -1.358 1.750
H 1.960 -2.964 5.899
H 0.872 -2.173 6.759
C -6.210 -3.961 -0.266
C -4.717 -4.153 -0.162
C -3.921 -3.618 -1.338
O -3.910 -4.604 -2.370
C -2.975 -4.424 -3.388
N -4.311 -3.440 1.070
H -6.547 -2.930 -0.131
H -6.811 -4.550 0.432
H -6.629 -4.300 -1.223
H -4.510 -5.203 0.034
H -2.887 -3.401 -1.041
H -4.336 -2.691 -1.754
H -3.421 -4.772 -4.323
H -2.032 -4.949 -3.197
H -2.706 -3.374 -3.576
H -4.595 -2.468 0.970
H -3.304 -3.355 1.174
C -2.090 -6.952 0.589
C -1.543 -6.729 2.010
C -0.738 -5.414 2.085
O 0.505 -5.622 1.457
C 1.385 -4.519 1.629
N -2.671 -6.786 2.934
H -1.291 -6.881 -0.148
H -2.878 -6.226 0.396
H -2.570 -7.930 0.550
H -0.837 -7.547 2.170
H -0.631 -5.203 3.156
H -1.298 -4.652 1.533
H 1.615 -4.295 2.679
H 0.864 -3.654 1.203
H 2.335 -4.787 1.173
H -3.246 -5.945 2.869
H -2.275 -6.682 3.871
C 8.185 0.349 -3.650
C 8.260 -0.201 -2.219
C 6.992 -1.006 -1.913
O 5.829 -0.232 -1.963
C 5.475 0.357 -0.726
N 9.385 -1.096 -2.047
H 8.851 1.196 -3.823
H 7.173 0.632 -3.946
H 8.489 -0.438 -4.345
H 8.301 0.591 -1.467
H 7.103 -1.637 -1.021
H 6.889 -1.769 -2.703
H 4.718 1.109 -0.943
H 6.282 1.023 -0.369
H 5.280 -0.350 0.081
H 9.186 -2.072 -2.218
H 10.257 -0.905 -2.515
C -5.692 4.138 -2.229
C -4.359 3.505 -2.576
C -3.344 3.549 -1.434
O -3.216 4.831 -0.851
C -1.893 5.142 -0.467
N -4.600 2.094 -2.948
H -6.366 4.152 -3.081
H -5.502 5.187 -1.973
H -6.117 3.659 -1.346
H -3.860 4.053 -3.381
H -2.402 3.141 -1.812
H -3.674 2.865 -0.636
H -1.186 5.094 -1.301
H -1.539 4.414 0.274
H -1.827 6.108 0.026
H -4.523 1.513 -2.113
H -3.833 1.748 -3.522
C -6.189 3.922 2.913
C -4.676 3.820 3.043
C -4.183 2.449 2.593
O -4.624 1.453 3.498
C -3.681 0.397 3.601
N -3.912 4.836 2.339
H -6.711 3.129 3.452
H -6.540 3.909 1.874
H -6.622 4.857 3.291
H -4.438 3.936 4.107
H -3.095 2.498 2.477
H -4.632 2.254 1.606
H -3.555 -0.119 2.648
H -4.063 -0.245 4.396
H -2.725 0.751 4.003
H -4.265 5.775 2.423
H -3.697 4.579 1.385
C 6.448 3.606 -5.111
C 4.917 3.740 -5.125
C 4.481 5.064 -4.539
O 4.734 5.274 -3.176
C 4.198 4.279 -2.341
N 4.457 3.573 -6.523
H 6.853 3.777 -4.110
H 6.820 4.444 -5.715
H 6.876 2.674 -5.472
H 4.543 2.890 -4.549
H 3.402 5.214 -4.729
H 4.918 5.909 -5.083
H 4.049 4.641 -1.327
H 4.817 3.377 -2.252
H 3.232 3.900 -2.694
H 3.674 4.220 -6.647
H 5.153 3.987 -7.142
*
```

These are the Mulliken partial charges, in e, on atoms 1 to 4: number 1, O, carries -0.58; number 2, C, carries 0.37; number 3, O, carries -0.58; number 4, B, carries 1.45

In order of appearance, calculated total energy = -9879.4562, -44648.0012, -61013.6393, -29623.3713, -12002.1888, -21405.4269, -67752.4857, -76256.9982 eV.